Record 1
DFT (ωB97M-V with the def2-TZVPD basis set) results for an isolated molecule of C5H10O.

```
16
C5H10O, DFT ωB97M-V with the def2-TZVPD basis set
C -0.59375 1.91208 0.14979
C -0.69559 0.49404 0.71227
C -0.03237 -0.62741 -0.09884
C 1.02722 -0.31574 -1.13999
C 0.14849 -1.92538 0.54304
O -0.92321 -1.72035 -0.36351
H -1.08088 2.00947 -0.82712
H 0.44774 2.23349 0.04394
H -1.08219 2.61651 0.83207
H -1.75338 0.22453 0.82294
H -0.27167 0.48493 1.72324
H 0.95543 0.68512 -1.56788
H 2.00695 -0.41015 -0.65647
H 0.98827 -1.05864 -1.94344
H -0.06887 -2.01348 1.60579
H 0.92783 -2.58904 0.16416
```

Energy, eV: -7393.394
SMILES: CC[C@@]1(C)CO1
Multiplicity: 1

Record 2
DFT (ωB97M-V with the def2-TZVPD basis set) results for an isolated molecule of C5H10O in a non-equilibrium geometry.

```
16
C5H10O, DFT ωB97M-V with the def2-TZVPD basis set
C 0.09222 0.48453 -0.78240
C -1.57429 0.31110 0.99753
C -0.26672 -0.60972 -1.78890
C 1.10957 0.03954 0.21773
C 1.97851 -0.31368 1.16247
O -1.12283 0.97833 -0.17857
H 0.49588 1.32605 -1.35988
H 0.85846 0.97474 0.77105
H -2.62062 0.57907 1.16228
H -1.01344 0.67019 1.86866
H -1.49208 -0.77619 0.91700
H 0.51188 -0.70258 -2.55474
H -0.38303 -1.58806 -1.31098
H -1.21355 -0.38303 -2.29358
H 1.90862 0.08564 2.17554
H 2.73140 -1.07595 0.99680
```

Energy, eV: -7390.852
SMILES: C=C[C@@H](C)OC
Multiplicity: 1

Record 3
DFT (ωB97M-V with the def2-TZVPD basis set) results for a structure of composition C5H10O in a non-equilibrium geometry.

```
16
C5H10O, DFT ωB97M-V with the def2-TZVPD basis set
C -2.22048 -0.22433 0.20438
C -0.85602 0.13646 -0.40426
O -0.68242 1.47184 -0.75838
C 0.31624 -0.00784 0.54370
C 1.44856 -0.87952 0.38102
C 1.75203 0.46733 -0.29731
H -2.43018 0.36901 1.10047
H -2.28679 -1.29351 0.46176
H -2.99992 -0.00706 -0.53296
H -0.68833 -0.55472 -1.25700
H 0.54190 1.35512 -0.68399
H 0.19863 0.57194 1.46724
H 2.05905 -1.10912 1.23926
H 1.31820 -1.68006 -0.33595
H 2.04539 0.29635 -1.35171
H 2.48415 1.08811 0.22373
```

Energy, eV: -7391.537
Multiplicity: 1

Record 4
DFT (ωB97M-V with the def2-TZVPD basis set) results for an isolated molecule of C5H10O.

```
16
C5H10O, DFT ωB97M-V with the def2-TZVPD basis set
C 1.07170 -0.52951 -1.05905
C 0.39628 1.46488 0.87976
C 0.18791 0.04430 1.09619
O -0.69764 0.99778 1.66698
C -0.13838 -0.76477 -0.14422
C -1.48271 -0.40590 -0.77133
H 1.98915 -0.85404 -0.55275
H 1.21520 0.53110 -1.29812
H 0.97466 -1.06230 -2.00321
H 1.25033 1.96004 1.33389
H 0.08920 1.88215 -0.07902
H 0.80366 -0.45373 1.84745
H -0.16026 -1.83080 0.10993
H -1.58142 0.66534 -0.97350
H -2.31209 -0.68538 -0.11401
H -1.60998 -0.93624 -1.72058
```

Energy, eV: -7393.264
SMILES: CC(C)[C@H]1CO1
Multiplicity: 1

Record 5
DFT (ωB97M-V with the def2-TZVPD basis set) results for a cluster of 2 separate species, C5H10O in total.

```
16
C5H10O, DFT ωB97M-V with the def2-TZVPD basis set
C 1.97099 -0.63209 -0.46369
C 1.39547 0.70443 -0.09202
C 0.77657 0.97385 1.05439
C -2.07609 0.32053 0.44069
C -1.70540 -0.70225 -0.60094
O -2.30820 0.06165 1.59771
H 1.71396 -1.39788 0.27589
H 3.06453 -0.56770 -0.51707
H 1.62136 -0.96771 -1.44832
H -0.86206 -0.33566 -1.19572
H 1.52879 1.50368 -0.82338
H 0.41621 1.97248 1.28956
H 0.60368 0.20615 1.80641
H -2.13889 1.36891 0.07245
H -2.55599 -0.85971 -1.27696
H -1.44493 -1.64869 -0.11900
```

Energy, eV: -7393.471
SMILES: C=CC.CC=O
Multiplicity: 1

Record 6
DFT (ωB97M-V with the def2-TZVPD basis set) results for an isolated molecule of C5H10O.

```
16
C5H10O, DFT ωB97M-V with the def2-TZVPD basis set
C -0.02084 -2.01319 -0.19925
C -0.72039 -0.66301 -0.10072
C 0.20080 0.56997 -0.19601
C -0.64102 1.84906 -0.04069
C 1.45325 0.52085 0.65397
O 2.41057 -0.11039 0.26542
H 0.66386 -2.17921 0.63755
H -0.76097 -2.81973 -0.20144
H 0.56586 -2.08922 -1.12053
H -1.42451 -0.56231 -0.93843
H -1.33121 -0.61556 0.81024
H 0.71890 0.45855 -1.15764
H -1.34874 1.75497 0.79553
H -0.04612 2.75116 0.14032
H -1.24790 2.02951 -0.93502
H 1.52849 1.11855 1.58669
```

Energy, eV: -7394.200
SMILES: CC[C@@H](C)C=O
Multiplicity: 1

Record 7
DFT (ωB97M-V with the def2-TZVPD basis set) results for an isolated molecule of C5H10O.

```
16
C5H10O, DFT ωB97M-V with the def2-TZVPD basis set
C 1.67473 0.10151 -1.14179
C 0.70848 0.63328 -0.09227
C -0.55725 -0.02568 1.83296
O -1.48364 0.62529 2.25091
C -0.34643 -0.39663 0.38618
C -1.65436 -0.39885 -0.40436
H 2.27051 -0.71909 -0.72543
H 2.36841 0.88416 -1.46660
H 1.14549 -0.27546 -2.02256
H 1.30050 0.97547 0.77019
H 0.17616 1.52265 -0.45145
H 0.28204 -0.32660 2.50109
H 0.10759 -1.39900 0.35993
H -2.05240 0.61504 -0.50533
H -2.41560 -0.99265 0.11406
H -1.52422 -0.82345 -1.40552
```

Energy, eV: -7394.355
SMILES: CC[C@H](C)C=O
Multiplicity: 1

Record 8
DFT (ωB97M-V with the def2-TZVPD basis set) results for a structure of composition C5H10O.

```
16
C5H10O, DFT ωB97M-V with the def2-TZVPD basis set
O 2.58725 -0.49034 -0.34733
C 1.21184 -0.48558 0.88204
C 0.23064 -0.08276 -0.04792
C -0.98658 -0.90409 -0.48518
C -1.86610 0.34154 -0.20325
C -0.59746 1.20565 0.01771
H 3.14466 0.30036 -0.24659
H 1.32164 -1.53139 1.15860
H 1.62152 0.22457 1.59919
H 1.48287 -0.15021 -0.76469
H -1.21402 -1.79152 0.11671
H -0.97870 -1.20075 -1.54063
H -2.52930 0.65557 -1.01381
H -2.46149 0.23497 0.70834
H -0.55837 1.75875 0.96398
H -0.40841 1.91522 -0.79718
```

Energy, eV: -7390.531
Multiplicity: 1

Record 9
DFT (ωB97M-V with the def2-TZVPD basis set) results for an isolated molecule of C5H10O.

```
16
C5H10O, DFT ωB97M-V with the def2-TZVPD basis set
O 2.76378 -0.36829 0.16454
C 1.44770 -0.58833 0.63793
C 0.36012 -0.12831 -0.33231
C -0.96006 -0.93633 -0.35819
C -1.76805 0.37692 -0.25305
C -0.45276 1.14943 0.00670
H 2.88784 0.58338 0.07489
H 1.37366 -1.66932 0.79616
H 1.30258 -0.10634 1.61935
H 0.81204 -0.07768 -1.32815
H -1.07651 -1.59463 0.50998
H -1.12168 -1.53143 -1.26203
H -2.26112 0.65460 -1.18920
H -2.51034 0.41330 0.54973
H -0.33582 1.45018 1.05454
H -0.26889 2.02362 -0.62530
```

Energy, eV: -7393.586
SMILES: OCC1CCC1
Multiplicity: 1

Record 10
DFT (ωB97M-V with the def2-TZVPD basis set) results for an isolated molecule of C5H10O in a non-equilibrium geometry.

```
16
C5H10O, DFT ωB97M-V with the def2-TZVPD basis set
C 1.52071 0.68155 0.66783
C 0.86987 0.22515 -0.69947
C -0.63431 -0.20793 -0.66002
C -1.04469 -1.60679 -0.17268
C -1.09853 0.95426 0.13098
O -1.78113 0.56195 -1.01980
H 1.29389 0.00917 1.50749
H 1.27180 1.70072 1.01202
H 2.61336 0.67814 0.55288
H 1.38395 -0.67813 -0.98705
H 1.03888 1.02540 -1.42623
H -1.83809 -2.11375 -0.74742
H -0.20014 -2.30293 -0.14597
H -1.45743 -1.50600 0.83891
H -0.63675 1.93971 0.00474
H -1.30139 0.63946 1.14378
```

Energy, eV: -7391.717
SMILES: CC[C@@]1(C)CO1
Multiplicity: 1